(1)
DFT (ωB97M-V with the def2-TZVPD basis set) results for C6H10O3S in the gas phase in a non-equilibrium geometry.

Calculated values
Kohn-Sham gap: 9.894 eV
SMILES: COC(=O)OC1(SC)CC1
highest occupied orbital energy: -9.073 eV

```
! wB97M-V def2-TZVPD RIJCOSX def2/J DEFGRID3
* xyz 0 1
C 3.45 -1.04 0.00
O 2.09 -1.03 -0.16
C 1.40 0.05 -0.34
O 1.87 1.11 -0.53
O 0.11 -0.24 -0.24
C -1.16 0.57 -0.29
S -2.46 -0.57 -0.75
C -2.34 -1.85 0.69
C -1.41 1.81 0.56
C -1.11 1.94 -0.93
H 3.74 0.04 0.19
H 3.96 -1.54 -0.83
H 3.69 -1.57 0.96
H -1.28 -2.27 0.50
H -3.02 -2.70 0.43
H -2.48 -1.46 1.60
H -0.49 2.23 1.08
H -2.46 1.78 0.98
H -1.89 2.31 -1.65
H -0.22 2.41 -1.29
*
```

***

(2)
DFT (ωB97M-V with the def2-TZVPD basis set) results for 2 unconnected molecules or ions with the total composition C5H9NO in a non-equilibrium geometry.

Calculated values
Kohn-Sham gap: 11.231 eV
SMILES: CC1(C#N)CC1.O
highest occupied orbital energy: -10.562 eV

```
! wB97M-V def2-TZVPD RIJCOSX def2/J DEFGRID3
* xyz 0 1
C 0.69 -1.31 0.00
C 0.32 -0.03 0.72
C 1.43 0.68 1.31
N 2.34 1.28 1.72
C -1.02 0.03 1.43
C -0.81 0.85 0.20
H -0.16 -1.69 -0.57
H 1.00 -2.07 0.72
H 1.53 -1.16 -0.70
H -1.63 -0.86 1.34
H -1.07 0.54 2.38
H -0.69 1.93 0.32
H -1.27 0.54 -0.73
O -0.46 0.13 -2.83
H 0.33 0.07 -2.27
H -0.54 1.07 -3.04
*
```

***

(3)
DFT (ωB97M-V with the def2-TZVPD basis set) results for 2 unconnected molecules or ions with the total composition C2H4OS in a non-equilibrium geometry.

Calculated values
Kohn-Sham gap: 11.373 eV
SMILES: O=C=S.C
highest occupied orbital energy: -10.767 eV

```
! wB97M-V def2-TZVPD RIJCOSX def2/J DEFGRID3
* xyz 0 1
O 0.89 -0.48 1.99
C -0.27 -0.54 1.95
S -1.77 -0.90 1.86
C 0.22 0.42 -1.13
H -0.17 1.41 -0.70
H 0.57 0.31 -2.22
H 1.09 0.13 -0.66
H -0.56 -0.36 -1.10
*
```

***

(4)
DFT (ωB97M-V with the def2-TZVPD basis set) results for 5 unconnected molecules or ions with the total composition C5H22NO4 in a non-equilibrium geometry.

Calculated values
Kohn-Sham gap (alpha / beta): 12.302 / 4.191 eV
highest occupied orbital energy (alpha / beta): -18.056 / -18.049 eV

```
! wB97M-V def2-TZVPD RIJCOSX def2/J DEFGRID3
* xyz 2 2
C -2.06 0.95 1.02
C -0.73 0.21 0.58
C 0.49 0.86 1.19
C 1.54 -0.14 1.76
C 1.77 -0.03 3.30
N -0.72 0.30 -0.94
H -2.12 1.15 2.08
H -1.92 2.00 0.70
H -2.98 0.46 0.72
H -0.74 -0.80 1.01
H 0.03 1.36 2.09
H 1.00 1.65 0.60
H 2.50 0.16 1.28
H 1.21 -1.15 1.59
H 1.70 0.95 3.75
H 2.75 -0.36 3.70
H 0.91 -0.66 3.68
H -0.72 1.33 -1.24
H 0.19 -0.03 -1.31
H -1.45 -0.33 -1.34
H 1.26 -3.01 0.83
H 0.34 -3.87 1.86
O 0.39 -3.33 1.07
H -1.47 -0.49 -4.11
H -1.45 -1.85 -3.51
O -1.26 -0.93 -3.27
H -2.67 2.67 -1.05
H -1.85 3.74 -1.83
O -1.89 2.81 -1.59
H 3.10 -1.13 -1.71
H 3.14 0.04 -2.60
O 2.53 -0.40 -1.99
*
```

***

(5)
DFT (ωB97M-V with the def2-TZVPD basis set) results for a molecular structure, C6H12CoO4 in a non-equilibrium geometry.

Calculated values
Kohn-Sham gap (alpha / beta): 7.869 / 8.034 eV
highest occupied orbital energy (alpha / beta): -12.110 / -13.033 eV

```
! wB97M-V def2-TZVPD RIJCOSX def2/J DEFGRID3
* xyz 1 5
O -2.22 0.42 -0.01
C -2.27 -0.29 1.21
C -0.88 -0.69 1.69
O 0.00 0.43 1.52
C 1.32 0.22 2.01
Co -0.60 1.35 -0.10
H -2.86 -1.21 1.08
H -2.75 0.33 1.98
H -0.48 -1.53 1.10
H -0.89 -0.97 2.76
H 1.81 1.19 2.13
H 1.26 -0.30 2.98
H 1.89 -0.40 1.31
C 2.03 0.75 -1.46
O 0.60 0.72 -1.46
C 0.01 -0.16 -2.40
C -1.49 -0.03 -2.26
O -2.22 -0.97 -2.11
H 2.36 1.58 -0.82
H 2.40 -0.19 -1.03
H 2.37 0.84 -2.50
H 0.33 -1.20 -2.19
H 0.32 0.12 -3.42
*
```

***

(6)
DFT (ωB97M-V with the def2-TZVPD basis set) results for 2 unconnected molecules or ions with the total composition C19H15N2O2 in a non-equilibrium geometry.

Calculated values
Kohn-Sham gap: 6.408 eV
highest occupied orbital energy: -5.364 eV

```
! wB97M-V def2-TZVPD RIJCOSX def2/J DEFGRID3
* xyz -1 1
C -0.20 -0.01 2.08
N 0.84 0.09 2.62
O -3.00 -5.24 3.21
C -3.78 -5.37 2.25
O -5.01 -5.54 2.10
C -3.07 -5.21 0.86
C -3.57 -6.18 -0.23
C -4.27 -5.31 -1.20
C -4.22 -3.97 -0.76
C -4.76 -2.95 -1.54
C -5.34 -3.28 -2.78
C -5.36 -4.62 -3.22
C -4.84 -5.64 -2.42
N -3.51 -3.89 0.43
C -3.20 -2.79 1.14
C -3.78 -1.53 0.93
C -3.05 -0.36 0.93
C -3.54 0.89 0.45
C -2.64 1.94 0.10
C -3.10 3.11 -0.48
C -4.47 3.30 -0.70
C -5.38 2.30 -0.34
C -4.93 1.11 0.23
H -1.99 -5.24 1.01
H -2.69 -6.67 -0.68
H -4.21 -6.96 0.19
H -4.73 -1.93 -1.20
H -5.77 -2.50 -3.40
H -5.80 -4.86 -4.19
H -4.86 -6.68 -2.74
H -2.46 -2.94 1.93
H -4.86 -1.49 0.75
H -2.00 -0.39 1.26
H -1.57 1.76 0.29
H -2.38 3.88 -0.77
H -4.83 4.23 -1.15
H -6.45 2.43 -0.50
H -5.64 0.32 0.50
*
```

***

(7)
DFT (ωB97M-V with the def2-TZVPD basis set) results for a molecular structure, C27H21BF2N3O4PbS2 in a non-equilibrium geometry.

Calculated values
Kohn-Sham gap: 7.517 eV
highest occupied orbital energy: -5.489 eV

```
! wB97M-V def2-TZVPD RIJCOSX def2/J DEFGRID3
* xyz -1 1
Pb -0.05 -0.56 -1.27
S 0.97 0.15 2.36
C 1.74 1.29 1.29
S 1.60 1.26 -0.45
C 2.58 2.23 1.84
C 2.61 2.51 3.21
N 2.67 2.86 4.31
C 3.43 3.05 1.08
N 4.16 3.75 0.53
C -3.27 2.92 0.19
C -2.78 1.59 -0.30
O -1.87 1.50 -1.11
C -3.47 0.37 0.19
C -4.85 0.22 0.10
C -5.44 -0.99 0.41
C -4.66 -2.06 0.83
C -3.29 -1.91 0.97
C -2.69 -0.70 0.65
O -1.34 -0.54 0.82
H -2.43 3.60 0.24
H -3.72 2.83 1.18
H -4.00 3.32 -0.51
H -5.46 1.05 -0.24
H -6.51 -1.11 0.32
H -5.11 -3.01 1.06
H -2.67 -2.72 1.33
C 3.18 -8.29 -3.74
C 3.32 -7.51 -2.46
C 4.58 -7.06 -2.08
C 4.75 -6.33 -0.92
C 3.66 -6.00 -0.15
C 2.38 -6.43 -0.52
N 1.25 -6.07 0.20
C 1.27 -5.35 1.39
C 1.87 -5.87 2.54
C 1.78 -5.20 3.74
C 1.09 -4.00 3.83
C 0.53 -3.45 2.69
C 0.62 -4.11 1.47
C 0.14 -3.44 0.21
O -0.67 -3.99 -0.53
O 0.73 -2.33 0.00
C 2.21 -7.21 -1.67
C 0.82 -7.69 -2.01
H 4.12 -8.29 -4.29
H 2.41 -7.86 -4.38
H 2.92 -9.33 -3.53
H 5.43 -7.29 -2.70
H 5.73 -5.98 -0.64
H 3.78 -5.38 0.73
H 0.47 -5.79 -0.39
H 2.39 -6.81 2.47
H 2.24 -5.63 4.62
H 1.02 -3.47 4.77
H 0.03 -2.49 2.75
H 0.23 -6.88 -2.44
H 0.32 -8.02 -1.10
H 0.83 -8.51 -2.72
F -1.62 -0.19 3.12
B -0.94 0.30 2.02
F -1.29 1.61 1.81
*
```

***

(8)
DFT (ωB97M-V with the def2-TZVPD basis set) results for a molecular structure, C37H30AuBrN4O2PSTe.

Calculated values
Kohn-Sham gap (alpha / beta): 8.434 / 6.195 eV
highest occupied orbital energy (alpha / beta): -10.264 / -10.982 eV

```
! wB97M-V def2-TZVPD RIJCOSX def2/J DEFGRID3
* xyz 1 3
Au 0.28 0.84 0.32
N -0.44 -2.46 0.24
P -0.18 -1.15 -0.81
C 0.82 -1.73 -2.21
C 0.50 -2.93 -2.84
C 1.27 -3.37 -3.90
C 2.35 -2.62 -4.34
C 2.65 -1.41 -3.74
C 1.89 -0.97 -2.67
C -1.79 -1.00 -1.66
C -2.91 -1.74 -1.32
C -4.08 -1.62 -2.07
C -4.13 -0.76 -3.15
C -3.01 -0.01 -3.49
C -1.85 -0.12 -2.75
C 0.07 -2.50 1.54
C 0.62 -3.68 2.05
C 1.12 -3.66 3.33
C 1.06 -2.49 4.08
C 0.47 -1.39 3.50
N -0.03 -1.39 2.26
H -0.32 -3.34 -0.25
H -0.38 -3.50 -2.55
H 1.02 -4.31 -4.39
H 2.95 -2.98 -5.17
H 3.48 -0.81 -4.09
H 2.14 -0.03 -2.18
H -2.87 -2.43 -0.48
H -4.94 -2.22 -1.80
H -5.04 -0.68 -3.73
H -3.05 0.66 -4.34
H -0.97 0.45 -3.04
H 0.66 -4.57 1.44
H 1.55 -4.56 3.75
H 1.46 -2.43 5.08
H 0.36 -0.46 4.05
N 2.69 2.39 2.16
C 1.55 3.05 2.06
N 0.60 2.80 1.16
C -0.46 3.71 1.29
C -1.57 3.77 0.46
C -2.56 4.70 0.73
C -2.44 5.58 1.80
C -1.31 5.55 2.61
C -0.33 4.61 2.34
S 1.19 4.36 3.15
H 2.91 1.65 1.47
H 3.38 2.68 2.82
H -1.64 3.11 -0.40
H -3.43 4.76 0.09
H -3.22 6.31 2.00
H -1.20 6.25 3.44
Br 4.82 1.17 -1.83
C 5.37 -0.23 -0.67
C 6.72 -0.53 -0.68
C 7.21 -1.55 0.12
C 6.34 -2.29 0.91
C 4.99 -1.99 0.90
C 4.48 -0.95 0.12
C 3.00 -0.71 0.21
O 2.25 -1.68 0.26
O 2.61 0.51 0.23
H 7.39 0.04 -1.31
H 8.27 -1.78 0.11
H 6.71 -3.10 1.53
H 4.29 -2.56 1.49
Te -2.01 0.56 1.95
C -3.79 1.09 1.04
C -4.95 0.95 1.80
C -6.17 1.36 1.29
C -6.23 1.92 0.01
C -5.08 2.04 -0.75
C -3.86 1.62 -0.25
H -4.91 0.52 2.80
H -7.07 1.26 1.88
H -7.18 2.25 -0.38
H -5.13 2.46 -1.75
H -2.97 1.68 -0.86
*
```

***

(9)
DFT (ωB97M-V with the def2-TZVPD basis set) results for a molecular structure, C38H35CoN3O8PS in a non-equilibrium geometry.

Calculated values
Kohn-Sham gap (alpha / beta): 7.680 / 8.128 eV
highest occupied orbital energy (alpha / beta): -11.055 / -11.504 eV

```
! wB97M-V def2-TZVPD RIJCOSX def2/J DEFGRID3
* xyz 1 4
Co -0.22 0.58 -0.68
C -1.16 3.07 -5.34
C -1.29 1.86 -4.41
C -2.35 0.88 -4.92
C -1.64 2.25 -2.99
C -2.98 2.86 -2.88
O -3.78 1.83 -2.15
C -2.92 0.84 -1.74
N -1.67 1.11 -2.00
C -3.65 -0.41 -1.39
C -4.99 -0.53 -1.76
C -5.75 -1.65 -1.52
C -5.17 -2.77 -0.93
C -3.86 -2.66 -0.46
C -3.10 -1.49 -0.60
P -1.62 -1.14 0.36
C -2.47 -0.60 1.88
C -3.56 -1.27 2.44
C -4.13 -0.86 3.63
C -3.73 0.33 4.24
C -2.67 1.00 3.65
C -2.05 0.54 2.51
C -1.07 -2.77 0.85
C -0.86 -3.18 2.18
C -0.48 -4.50 2.43
C -0.11 -5.35 1.41
C -0.27 -5.00 0.09
C -0.86 -3.73 -0.19
H -0.47 2.80 -6.16
H -0.80 3.96 -4.84
H -2.13 3.28 -5.79
H -0.24 1.53 -4.44
H -3.31 1.33 -4.94
H -2.42 -0.07 -4.29
H -2.20 0.60 -5.98
H -0.86 2.92 -2.70
H -3.41 3.13 -3.87
H -3.09 3.79 -2.26
H -5.36 0.27 -2.40
H -6.76 -1.76 -1.86
H -5.83 -3.59 -0.75
H -3.40 -3.53 0.02
H -4.02 -2.11 1.91
H -4.90 -1.40 4.10
H -4.21 0.64 5.16
H -2.35 1.91 4.12
H -1.12 1.02 2.20
H -1.03 -2.50 3.05
H -0.55 -4.89 3.44
H 0.38 -6.29 1.65
H -0.09 -5.75 -0.65
H -1.00 -3.37 -1.23
O 0.91 -0.34 0.93
C 1.12 0.77 1.61
O 0.50 1.81 1.33
C 2.07 0.61 2.77
C 3.07 -0.35 2.65
C 4.07 -0.52 3.60
C 3.93 0.11 4.80
C 2.92 1.06 4.92
C 2.00 1.37 3.91
N 2.80 1.71 6.17
O 1.97 2.67 6.24
O 3.64 1.41 7.10
N 5.21 -1.30 3.29
O 6.11 -1.42 4.18
O 5.24 -1.91 2.17
H 3.13 -0.92 1.71
H 4.53 -0.21 5.66
H 1.19 2.08 3.99
C 2.55 1.09 -3.91
S 2.19 1.57 -2.22
O 1.48 0.35 -1.60
C 3.86 1.60 -1.46
C 4.20 0.50 -0.69
C 5.63 0.41 -0.37
C 6.53 1.39 -0.73
C 6.06 2.46 -1.53
C 4.76 2.59 -1.93
H 1.58 0.59 -4.19
H 3.29 0.32 -3.97
H 2.87 1.88 -4.57
H 3.45 -0.15 -0.36
H 5.97 -0.43 0.18
H 7.59 1.34 -0.49
H 6.76 3.25 -1.85
H 4.38 3.43 -2.51
*
```

***

(10)
DFT (ωB97M-V with the def2-TZVPD basis set) results for 6 unconnected molecules or ions with the total composition H12O5S2 in a non-equilibrium geometry.

Calculated values
Kohn-Sham gap: 8.743 eV
SMILES: SS.O.O.O.O.O
highest occupied orbital energy: -9.257 eV

```
! wB97M-V def2-TZVPD RIJCOSX def2/J DEFGRID3
* xyz 0 1
S 4.02 0.48 -2.47
S 3.86 -1.80 -2.66
H 2.84 0.50 -1.98
H 4.99 -2.03 -1.90
O -1.71 1.65 2.70
H -2.58 1.82 2.36
H -1.80 0.77 2.96
O -1.88 -0.14 -1.23
H -1.34 0.70 -1.22
H -1.97 -0.36 -2.28
O -2.30 -0.97 1.67
H -2.98 -1.61 1.65
H -2.01 -1.10 0.74
O -0.05 1.60 0.57
H 0.87 1.86 0.90
H -0.63 1.58 1.30
O 1.09 -1.26 -0.10
H 0.64 -0.33 0.03
H 0.93 -1.35 -1.04
*
```

***

(11)
DFT (ωB97M-V with the def2-TZVPD basis set) results for 9 unconnected molecules or ions with the total composition C37H57BN8O in a non-equilibrium geometry.

Calculated values
Kohn-Sham gap: 3.883 eV
highest occupied orbital energy: -7.113 eV

```
! wB97M-V def2-TZVPD RIJCOSX def2/J DEFGRID3
* xyz 0 1
C 31.58 7.48 32.49
C 30.09 7.77 32.35
C 29.35 6.53 32.90
C 28.13 6.69 33.72
C 28.25 7.73 34.88
C 28.60 9.04 34.22
N 29.69 8.95 33.15
O 30.17 10.10 32.88
C 29.28 9.84 35.43
C 27.47 9.86 33.68
C 29.77 7.97 30.81
H 32.01 8.34 32.17
H 31.84 6.83 31.85
H 31.80 7.43 33.61
H 30.07 6.29 33.73
H 29.38 5.64 32.39
H 27.90 5.76 34.05
H 27.36 6.95 33.12
H 28.98 7.34 35.42
H 27.39 7.81 35.54
H 28.56 9.54 36.31
H 29.15 10.86 35.25
H 30.19 9.53 35.78
H 26.59 9.97 34.42
H 27.13 9.40 32.63
H 27.58 10.82 33.41
H 30.32 8.87 30.46
H 28.75 8.21 30.45
H 29.89 7.10 30.30
B 31.89 6.37 36.81
H 31.78 7.56 36.20
H 33.14 6.35 36.88
H 31.46 6.04 37.95
H 31.33 5.43 36.11
N 27.12 4.44 37.00
C 25.80 4.46 37.27
C 25.65 5.50 38.37
C 26.97 6.10 38.44
C 27.79 5.40 37.50
H 27.58 3.65 36.39
H 25.11 3.63 36.99
H 24.69 5.58 38.94
H 27.43 6.87 38.96
H 28.89 5.46 37.22
N 24.03 7.85 32.40
C 24.09 8.23 33.74
C 24.56 7.03 34.57
C 24.66 5.92 33.56
C 24.46 6.52 32.19
H 23.73 8.39 31.78
H 23.87 9.19 34.01
H 24.76 6.86 35.70
H 24.91 4.86 33.74
H 24.49 6.09 31.11
N 30.40 13.87 34.74
C 30.88 13.36 33.44
C 29.71 13.31 32.56
C 28.45 13.56 33.53
C 29.06 13.92 34.88
H 31.06 14.17 35.44
H 31.89 13.10 33.29
H 29.56 13.23 31.54
H 27.42 13.47 33.22
H 28.55 14.06 35.83
N 28.14 11.91 26.92
C 27.38 11.42 28.04
C 28.40 10.96 29.12
C 29.72 10.91 28.28
C 29.38 11.49 26.97
H 27.79 12.30 26.05
H 26.34 11.72 28.00
H 28.00 10.70 30.16
H 30.93 10.81 28.70
H 29.88 11.58 26.01
N 35.10 7.79 33.27
C 34.58 6.58 33.51
C 34.90 5.71 32.17
C 35.85 6.59 31.40
C 35.70 7.96 32.04
H 35.08 8.57 34.04
H 33.82 6.26 34.34
H 34.71 4.67 31.83
H 36.56 6.42 30.64
H 35.94 8.91 31.64
N 33.98 12.06 28.95
C 32.70 12.14 29.33
C 32.54 11.40 30.64
C 33.86 10.78 30.87
C 34.79 11.24 29.65
H 34.44 12.62 28.04
H 32.15 12.61 28.71
H 31.62 11.19 31.32
H 34.13 10.29 31.79
H 35.89 10.89 29.32
N 28.81 12.64 39.96
C 28.53 11.60 38.99
C 27.46 12.14 37.97
C 27.27 13.54 38.39
C 28.10 13.81 39.74
H 29.21 12.54 40.95
H 29.02 10.76 39.15
H 27.05 11.71 37.02
H 26.61 14.38 38.00
H 27.99 14.58 40.29
*
```